Here is the ion C5H4N with charge +1 from the Open Molecules 2025 dataset. Energies are from ωB97M-V/def2-TZVPD.

```
10
Properties=species:S:1:pos:R:3:forces:R:3
C 3.823 -0.684 -0.358 1.98 -1.19 -1.01
C 2.980 -0.009 0.280 -1.46 1.22 1.29
C -0.764 0.623 -0.204 5.09 -1.50 1.07
C 0.595 0.468 0.027 3.07 0.24 1.91
C -1.670 -0.392 0.130 -3.89 1.26 -3.27
N 1.787 0.396 0.378 -5.13 -0.17 -2.36
H -0.940 1.482 -0.686 -1.29 3.32 -1.69
H -2.116 -0.087 1.032 -1.19 0.02 1.38
H -1.246 -1.288 0.138 1.93 -3.86 0.89
H -2.448 -0.509 -0.738 0.90 0.65 1.79
```
Positions in Å, forces in eV/Å.

The net charge is +1. The value obtained for the frontier orbital gap (alpha / beta) is 7.32 / 7.33 eV.

Here is a structure of composition C52H38CdCl3N12O5S2 from the Open Molecules 2025 dataset. Energies are from ωB97M-V/def2-TZVPD.

```
113
Properties=species:S:1:pos:R:3:forces:R:3
Cd -0.119 -1.232 1.369 -0.65 -0.25 -0.71
O 1.973 -8.146 2.183 -0.13 0.09 0.26
C 1.347 -7.513 3.056 -0.03 0.00 -0.02
O 1.012 -7.806 4.220 0.12 -0.02 -0.26
C 0.872 -6.103 2.597 0.09 -0.28 0.01
C 0.125 -5.294 3.428 -0.13 0.10 0.09
C -0.333 -4.072 2.959 -0.09 0.06 -0.11
N -0.081 -3.637 1.715 0.21 -0.20 0.02
C 0.656 -4.418 0.904 -0.06 0.01 0.15
C 1.138 -5.650 1.318 -0.01 0.02 -0.07
C 0.907 -3.955 -0.493 0.01 0.16 0.06
C 1.887 -4.546 -1.290 0.10 -0.08 -0.02
C 2.034 -4.122 -2.598 0.00 0.04 -0.04
C 1.216 -3.113 -3.084 0.02 -0.13 0.00
C 0.297 -2.558 -2.211 -0.16 -0.02 0.02
N 0.147 -2.963 -0.953 -0.15 0.07 0.06
C -1.203 -3.205 3.809 -0.06 0.05 -0.20
C -1.290 -3.368 5.184 0.04 -0.04 0.14
C -2.128 -2.535 5.904 0.02 -0.02 0.05
C -2.868 -1.573 5.239 -0.02 0.01 -0.02
C -2.722 -1.482 3.866 0.02 -0.03 -0.09
N -1.910 -2.270 3.168 -0.02 0.07 0.07
H -0.109 -5.670 4.415 0.03 0.00 -0.04
H 1.700 -6.312 0.675 -0.03 0.00 0.01
H 2.533 -5.316 -0.893 -0.04 0.04 -0.01
H 2.786 -4.575 -3.235 -0.01 0.01 0.04
H 1.303 -2.755 -4.101 -0.02 0.01 0.05
H -0.343 -1.737 -2.528 0.10 -0.10 0.07
H -0.690 -4.113 5.688 -0.02 0.04 -0.01
H -2.192 -2.629 6.982 0.01 -0.01 -0.03
H -3.517 -0.889 5.768 0.01 -0.01 -0.02
H -3.267 -0.733 3.296 0.09 -0.02 0.05
C 5.175 3.800 3.849 -0.04 -0.06 0.00
C 3.854 3.077 3.802 0.03 0.05 0.05
C 3.356 2.578 2.604 0.04 0.03 -0.02
C 2.179 1.849 2.570 -0.05 -0.04 0.01
C 1.486 1.632 3.751 -0.03 0.00 0.01
C 1.946 2.145 4.956 -0.02 -0.04 -0.05
C 3.130 2.861 4.974 0.02 0.00 -0.02
S 0.039 0.609 3.746 -0.07 0.26 0.25
O -0.790 1.028 4.853 0.02 0.11 0.01
O 0.501 -0.768 3.780 -0.11 0.10 -0.10
N -0.644 0.808 2.305 0.01 0.30 0.40
C -1.158 2.050 1.956 0.08 -0.07 -0.17
C -1.176 3.194 2.792 0.02 -0.20 0.03
C -1.699 4.374 2.318 -0.02 0.02 -0.05
C -2.221 4.440 1.029 0.02 -0.01 -0.03
C -2.169 3.284 0.280 -0.02 -0.11 -0.02
N -1.646 2.133 0.708 -0.08 -0.05 0.07
H 5.451 4.191 2.869 -0.02 0.00 0.03
H 5.963 3.114 4.168 -0.01 0.03 -0.01
H 5.146 4.627 4.561 0.01 0.00 -0.02
H 3.909 2.741 1.686 -0.01 -0.03 0.03
H 1.804 1.434 1.640 0.04 0.04 0.03
H 1.371 1.969 5.858 0.06 0.03 -0.02
H 3.508 3.252 5.913 -0.01 -0.01 -0.03
H -0.809 3.134 3.803 0.03 0.00 0.04
H -1.708 5.250 2.956 0.01 -0.03 0.03
H -2.651 5.348 0.627 0.00 -0.02 0.01
H -2.578 3.263 -0.731 0.09 0.02 0.20
Cl -1.151 -3.451 -6.273 0.02 0.01 0.01
C -0.793 -1.838 -5.746 -0.05 0.01 0.02
C -1.624 -1.210 -4.839 -0.08 0.00 0.00
C -1.318 0.081 -4.439 -0.03 -0.02 -0.01
C -0.203 0.764 -4.916 -0.03 0.08 -0.12
C -0.010 2.199 -4.464 -0.08 -0.09 -0.11
C 1.222 2.441 -3.598 -0.15 -0.02 0.02
N 1.298 1.457 -2.542 0.32 0.07 0.20
C 2.256 0.470 -2.453 0.00 -0.06 -0.03
C 1.933 -0.274 -1.361 -0.09 0.15 0.01
N 0.788 0.228 -0.781 0.09 0.06 0.11
C 0.448 1.275 -1.501 -0.13 -0.18 -0.13
O 0.051 3.079 -5.574 0.08 0.09 -0.05
C -1.073 3.943 -5.715 0.04 -0.01 0.01
C -1.111 4.983 -4.636 0.22 -0.11 -0.01
C -1.925 4.986 -3.545 0.00 0.12 0.11
Cl -3.178 3.874 -3.171 -0.12 -0.05 -0.19
S -1.579 6.272 -2.460 -0.06 -0.04 0.03
C -0.315 6.833 -3.468 0.07 0.06 0.05
C -0.173 6.061 -4.574 0.00 0.02 -0.09
C 0.622 0.090 -5.820 -0.15 -0.08 0.20
Cl 2.071 0.805 -6.454 -0.01 0.11 0.01
C 0.334 -1.201 -6.235 0.09 0.04 -0.08
H -2.497 -1.722 -4.454 0.02 0.01 0.00
H -1.969 0.579 -3.726 0.01 0.00 -0.06
H -0.879 2.435 -3.845 -0.04 0.04 -0.02
H 1.155 3.456 -3.203 0.04 0.00 0.11
H 2.125 2.369 -4.192 0.07 0.00 -0.09
H 3.059 0.386 -3.170 -0.08 0.06 0.06
H 2.440 -1.133 -0.951 -0.05 0.08 0.01
H -0.403 1.915 -1.302 0.17 -0.08 -0.02
H -2.002 3.368 -5.747 -0.04 -0.01 0.03
H -0.928 4.426 -6.680 -0.07 -0.01 -0.07
H 0.260 7.701 -3.179 -0.05 -0.07 -0.04
H 0.571 6.235 -5.342 -0.05 -0.02 0.08
H 0.990 -1.702 -6.934 -0.02 0.01 0.02
N -5.199 1.278 -2.411 0.09 0.00 0.03
C -4.742 0.444 -1.764 0.00 0.00 0.04
C -4.170 -0.619 -0.982 0.03 -0.01 -0.05
C -4.867 -1.800 -0.758 -0.07 -0.06 -0.01
C -4.237 -2.812 -0.058 -0.08 -0.03 -0.06
C -2.945 -2.606 0.399 0.17 0.02 -0.07
N -2.294 -1.454 0.229 -0.06 0.08 -0.10
C -2.886 -0.483 -0.456 0.07 0.00 0.02
H -5.875 -1.918 -1.135 0.02 -0.01 -0.01
H -4.732 -3.755 0.128 0.03 0.02 -0.02
H -2.394 -3.387 0.907 -0.01 0.06 0.08
H -2.334 0.445 -0.555 0.04 0.00 0.04
N 5.591 -1.627 4.336 -0.24 0.16 -0.22
C 4.824 -1.324 3.517 -0.20 -0.37 0.04
N 4.045 -0.897 2.556 0.19 0.59 -0.28
C 2.977 -1.258 1.990 0.12 -0.59 0.32
N 2.019 -1.535 1.365 0.82 0.13 0.09
```
Positions in Å, forces in eV/Å.

The net charge is -1. The value obtained for the frontier orbital gap is 7.07 eV.

Here is the molecule C4H3PS from the Open Molecules 2025 dataset. Energies are from ωB97M-V/def2-TZVPD.

```
9
Properties=species:S:1:pos:R:3:forces:R:3
C 0.200 -1.671 0.999 -0.44 0.25 0.18
C 1.353 -1.837 1.518 0.12 -0.17 0.05
C -0.807 0.460 -0.490 -0.59 -1.54 -0.46
C 0.625 0.809 -0.430 -2.34 2.02 2.15
P -1.201 -0.824 0.874 0.48 -0.24 -0.69
S 1.800 0.219 -1.236 2.07 -1.10 -1.64
H -1.515 1.187 -0.179 -0.25 1.44 0.39
H -1.233 0.137 -1.467 0.67 -0.35 0.51
H 0.778 1.521 0.412 0.29 -0.31 -0.49
```
Positions in Å, forces in eV/Å.

The value obtained for the frontier orbital gap is 6.53 eV.

Here is the ion C14H27N6O5 with charge +1 from the Open Molecules 2025 dataset. Energies are from ωB97M-V/def2-TZVPD.

```
52
Properties=species:S:1:pos:R:3:forces:R:3
C -4.371 0.186 1.736 -1.80 -0.57 2.42
N -3.041 0.453 1.176 0.95 0.26 -1.15
C -1.954 -0.232 1.653 1.18 0.00 -1.43
O -2.005 -1.099 2.490 -0.46 -0.85 1.22
C -0.477 -0.044 1.038 -0.29 1.77 -1.15
C -0.027 -1.205 0.053 -3.05 -1.33 0.91
C -0.029 -2.662 0.730 0.34 1.93 0.14
C 0.941 -2.722 1.898 -2.38 -0.48 1.12
O 2.130 -2.723 1.869 1.85 0.42 -0.79
O 0.344 -2.880 3.091 -0.42 0.61 0.02
N -0.481 1.269 0.241 -1.08 -4.00 -0.29
C 0.391 2.216 0.330 -0.26 2.47 0.15
O 1.006 2.435 1.366 1.17 0.29 0.18
C 0.573 3.220 -0.855 0.40 -1.48 -0.63
C 1.691 2.693 -1.830 0.10 -0.89 0.28
C 3.254 2.957 -1.579 -1.21 0.24 0.33
C 3.890 2.578 -0.147 0.11 1.62 -0.37
N 4.425 1.098 -0.055 -2.12 3.98 0.46
C 3.845 0.225 0.777 -0.59 2.75 0.11
N 4.279 -0.965 0.859 1.10 -4.25 0.22
N 2.875 0.613 1.564 -0.72 0.11 0.58
N -0.581 3.593 -1.699 0.54 0.30 -1.44
C -1.860 3.184 -1.902 0.00 1.64 2.86
C -2.628 3.912 -3.000 0.27 -1.14 0.44
O -2.437 2.488 -1.056 -0.26 -0.28 -1.44
H -4.947 -0.765 1.407 1.27 1.62 -0.22
H -5.081 1.081 1.739 1.26 -1.10 -0.71
H -4.306 -0.019 2.877 0.49 0.38 -1.88
H -2.904 1.039 0.298 -0.70 -0.85 1.89
H 0.283 0.041 1.833 -0.90 0.25 0.01
H -0.891 -1.205 -0.659 1.03 -0.28 -0.03
H 0.895 -1.086 -0.463 0.76 0.78 -0.24
H 0.265 -3.479 0.084 -0.03 0.16 -0.60
H -1.032 -2.821 1.097 -0.15 -0.32 0.00
H -0.588 -2.556 3.067 0.48 -0.23 -0.08
H -1.220 1.355 -0.458 0.45 0.07 -0.09
H 0.994 4.049 -0.370 -0.04 1.71 0.66
H 1.322 2.894 -2.849 0.96 0.83 0.18
H 1.481 1.663 -1.865 0.15 -1.96 0.21
H 3.229 4.031 -1.823 1.09 -0.07 0.77
H 3.850 2.492 -2.369 -0.30 -0.06 0.02
H 3.140 2.951 0.588 -0.01 -1.75 -0.19
H 4.619 3.392 0.238 0.02 -1.84 -1.45
H 5.179 0.871 -0.661 0.41 -0.30 -0.23
H 5.110 -1.154 0.343 0.33 -0.63 -0.22
H 3.802 -1.753 1.349 0.29 1.00 -0.45
H 2.376 -0.063 2.113 0.26 -0.25 0.18
H 2.499 1.551 1.598 -0.23 -0.01 -0.21
H -0.297 4.096 -2.537 0.37 0.11 0.57
H -3.548 4.220 -2.543 -0.69 -0.30 0.07
H -2.276 4.794 -3.522 0.91 -0.18 0.16
H -2.749 3.076 -3.670 -0.81 0.08 -0.86
```
Positions in Å, forces in eV/Å.

The net charge is +1. The value obtained for the frontier orbital gap is 10.13 eV. The SMILES is CNC(=O)[C@@H](CCC(=O)O)NC(=O)[C@@H](CCCNC(N)=[NH2+])NC(C)=O.

Here is a cluster of 2 separate species, CH7N3O2 in total from the Open Molecules 2025 dataset. Energies are from ωB97M-V/def2-TZVPD.

```
13
Properties=species:S:1:pos:R:3:forces:R:3
C 0.533 1.060 -0.703 -0.16 -0.08 0.11
N -0.389 0.598 0.370 -0.03 -0.07 -0.06
N -1.706 0.187 -0.043 0.27 0.09 0.07
H -0.485 1.296 1.106 0.00 -0.06 -0.08
H -1.944 0.678 -0.899 0.06 -0.04 0.02
H -1.591 -0.811 -0.236 0.03 0.04 -0.01
H 1.492 1.303 -0.248 -0.06 -0.01 0.00
H 0.659 0.229 -1.392 -0.01 0.01 0.02
H 0.111 1.931 -1.201 0.00 -0.04 0.03
N 1.169 -1.665 0.986 -0.09 -0.48 -0.19
O 1.962 -2.548 1.244 -0.49 0.41 -0.21
O 0.143 -1.971 0.251 0.56 0.14 0.40
H 0.046 -0.286 0.765 -0.08 0.07 -0.09
```
Positions in Å, forces in eV/Å.

The value obtained for the frontier orbital gap is 8.26 eV.

Here is a structure of composition C57H48CsIN2O2P2S2Sb from the Open Molecules 2025 dataset. Energies are from ωB97M-V/def2-TZVPD.

```
116
Properties=species:S:1:pos:R:3:forces:R:3
Cs -3.724 -0.030 -1.042 -0.13 -1.89 0.14
O 0.885 -1.539 -2.451 0.54 0.39 0.05
S -0.536 -1.500 -2.063 -0.01 -1.16 0.00
C -1.341 -2.375 -3.438 -0.27 0.26 -0.01
C -1.019 -3.690 -3.737 0.09 -0.06 0.03
C -1.602 -4.301 -4.836 0.08 0.02 0.04
C -2.485 -3.590 -5.637 -0.02 0.05 -0.06
C -2.748 -2.253 -5.380 0.01 -0.05 -0.01
C -2.162 -1.626 -4.284 -0.09 0.03 0.27
P -2.295 0.165 -3.917 0.47 0.33 -1.34
C -3.240 0.821 -5.345 -0.07 -0.02 0.14
C -4.608 1.025 -5.164 0.08 -0.03 -0.01
C -5.378 1.600 -6.163 -0.07 -0.02 0.01
C -4.781 1.988 -7.353 -0.02 0.02 -0.02
C -3.421 1.792 -7.543 0.00 0.00 -0.02
C -2.651 1.212 -6.546 -0.06 -0.05 0.00
C -0.598 0.661 -4.405 -0.03 0.06 0.11
C -0.221 1.963 -4.082 -0.01 -0.10 0.02
C 1.031 2.437 -4.437 -0.01 0.13 0.05
C 1.927 1.605 -5.088 0.06 -0.02 -0.05
C 1.560 0.308 -5.410 0.00 -0.01 -0.05
C 0.298 -0.161 -5.085 -0.03 0.17 -0.01
C -0.763 -2.802 -0.796 -0.20 0.01 0.15
C -1.926 -3.573 -0.894 0.03 0.10 0.01
C -2.162 -4.637 -0.045 -0.17 0.06 0.04
C -1.245 -4.932 0.950 -0.01 -0.13 -0.06
C -0.134 -4.130 1.099 -0.02 0.03 -0.06
C 0.139 -3.044 0.254 -0.04 0.24 0.09
P 1.622 -2.153 0.936 0.18 -0.21 -0.40
C 1.636 -0.500 0.171 -0.02 -0.01 0.20
C 2.769 0.053 -0.421 -0.08 -0.06 0.02
C 2.751 1.368 -0.855 0.07 0.07 0.05
C 1.619 2.150 -0.681 -0.03 0.04 -0.10
C 0.502 1.621 -0.054 -0.08 0.00 -0.03
C 0.516 0.307 0.386 0.01 -0.10 -0.03
C 2.971 -3.093 0.104 -0.10 0.19 0.11
C 3.843 -3.798 0.931 -0.07 0.07 -0.09
C 4.879 -4.547 0.391 0.07 -0.06 0.03
C 5.060 -4.583 -0.982 0.04 0.00 0.02
C 4.199 -3.876 -1.811 -0.07 0.01 -0.05
C 3.149 -3.145 -1.278 0.16 -0.02 0.02
H -0.322 -4.228 -3.107 -0.01 -0.04 0.00
H -1.362 -5.329 -5.071 0.00 -0.02 0.01
H -2.946 -4.073 -6.489 -0.01 0.00 -0.02
H -3.387 -1.688 -6.046 -0.01 0.00 0.01
H -5.074 0.737 -4.226 -0.02 0.03 -0.01
H -6.437 1.759 -6.008 -0.01 -0.01 -0.01
H -5.375 2.450 -8.129 -0.01 0.00 -0.02
H -2.954 2.101 -8.469 0.00 -0.01 -0.01
H -1.589 1.074 -6.700 0.01 0.01 0.00
H -0.923 2.600 -3.554 0.05 0.05 0.01
H 1.310 3.457 -4.205 0.00 0.00 0.04
H 2.912 1.967 -5.352 0.01 0.02 0.01
H 2.256 -0.345 -5.920 0.01 0.01 -0.01
H 0.024 -1.169 -5.363 0.00 -0.04 0.04
H -2.637 -3.364 -1.682 -0.03 -0.07 0.03
H -3.057 -5.232 -0.164 -0.02 0.00 0.00
H -1.410 -5.771 1.612 0.02 0.00 0.02
H 0.560 -4.328 1.910 -0.03 0.02 0.03
H 3.656 -0.553 -0.549 0.01 0.00 -0.07
H 3.633 1.790 -1.321 -0.01 0.00 -0.04
H 1.611 3.175 -1.025 0.01 0.05 0.00
H -0.376 2.239 0.104 0.02 -0.02 0.01
H -0.341 -0.104 0.914 -0.02 0.07 0.01
H 3.700 -3.757 2.000 0.02 0.01 0.19
H 5.548 -5.094 1.042 0.00 0.00 0.01
H 5.872 -5.156 -1.409 0.02 -0.01 0.01
H 4.344 -3.893 -2.884 0.00 -0.03 -0.01
H 2.478 -2.602 -1.927 0.01 -0.02 0.00
S -1.700 0.653 3.577 0.10 -0.10 -0.04
Sb 0.378 0.972 4.391 0.49 0.35 0.45
C 0.497 1.604 6.421 -0.29 -0.04 -0.35
C -0.595 1.444 7.261 -0.05 0.00 -0.10
C -0.460 1.694 8.619 0.00 -0.02 0.03
C 0.766 2.094 9.128 -0.03 0.01 0.02
C 1.852 2.273 8.282 0.03 0.00 0.01
C 1.720 2.029 6.924 0.02 0.03 -0.04
C 1.358 2.568 3.393 -0.02 -0.44 0.12
C 2.524 2.396 2.663 0.03 -0.02 0.06
C 3.168 3.508 2.138 0.06 -0.01 0.02
C 2.630 4.773 2.321 0.02 0.03 -0.05
C 1.437 4.936 3.012 0.00 -0.02 0.01
C 0.803 3.831 3.557 -0.06 -0.04 0.05
C 1.644 -0.712 4.632 -0.22 0.30 -0.26
C 3.015 -0.523 4.718 0.07 0.00 -0.09
C 3.834 -1.596 5.037 0.05 -0.01 -0.03
C 3.275 -2.840 5.292 0.01 -0.02 -0.01
C 1.900 -3.017 5.226 0.06 -0.07 0.01
C 1.080 -1.952 4.891 -0.16 0.01 -0.11
H -1.544 1.123 6.846 -0.03 -0.02 0.07
H -1.306 1.564 9.281 -0.02 0.00 0.01
H 0.875 2.268 10.190 0.01 0.03 0.01
H 2.805 2.592 8.684 0.01 0.02 -0.01
H 2.568 2.175 6.264 0.03 -0.02 0.03
H 2.929 1.404 2.498 0.04 0.01 -0.04
H 4.098 3.382 1.599 -0.03 0.01 -0.06
H 3.143 5.639 1.924 0.01 0.00 -0.02
H 1.015 5.924 3.144 0.00 0.01 0.00
H -0.120 3.944 4.118 0.02 0.10 0.02
H 3.451 0.451 4.530 0.05 -0.02 0.03
H 4.906 -1.458 5.085 0.00 -0.01 0.03
H 3.915 -3.675 5.549 -0.01 0.00 0.00
H 1.472 -3.989 5.437 -0.03 0.01 -0.01
H 0.005 -2.083 4.821 0.00 -0.05 0.01
N -3.137 3.830 0.897 0.17 -0.16 0.03
C -3.733 3.532 -0.262 -0.03 0.42 0.19
O -3.602 2.443 -0.817 0.10 1.46 0.19
C -4.551 4.619 -0.926 -0.08 0.02 0.04
I -5.798 5.744 0.404 0.12 -0.09 -0.15
H -2.594 3.127 1.379 0.00 -0.01 -0.04
H -3.272 4.720 1.347 -0.11 -0.01 -0.01
H -5.191 4.165 -1.673 0.00 0.00 0.03
H -3.885 5.331 -1.410 0.00 0.02 0.03
N -4.537 0.433 2.598 -0.16 -0.01 0.00
C -5.055 0.166 1.598 -0.37 0.07 0.45
H -4.008 0.632 3.432 0.02 0.00 0.08
```
Positions in Å, forces in eV/Å.

The net charge is +1. The value obtained for the frontier orbital gap is 8.10 eV.

no.,energy (eV)
1,-6723.5739
2,-146465.6795
3,-24314.5579
4,-34128.6948
5,-9711.5635
6,-122391.2757